# 1
{
  "formula": "C6H12BF6NO9S2Zr",
  "method": "ωB97M-V/def2-TZVPD",
  "lumo_energy_ev": -0.6,
  "e_tot_ha": -2435.24555,
  "orbital_gap_ev": 10.1,
  "elements": ["N", "O", "H", "H", "F", "F", "O", "S", "O", "O", "Zr", "H", "F", "F", "O", "O", "H", "C", "H", "C", "O", "H", "C", "H", "C", "F", "H", "H", "C", "O", "F", "O", "C", "H", "B", "H", "S", "H"],
  "coordinates": [[-1.580, 3.657, 14.115], [-3.573, 3.929, 12.168], [3.036, 3.018, 10.334], [2.139, 1.776, 9.432], [0.916, 3.053, 16.959], [-0.022, 1.876, 15.417], [-3.747, 2.554, 14.594], [-2.708, 3.348, 15.236], [-2.827, 3.370, 10.328], [0.838, 2.711, 12.221], [-1.448, 3.229, 12.070], [-4.855, 4.998, 9.337], [-2.866, 6.089, 15.086], [-3.704, 5.233, 16.902], [-0.905, 5.359, 11.876], [-0.829, 5.014, 16.435], [-5.518, 5.171, 10.874], [-3.570, 5.079, 15.574], [-1.224, 1.263, 11.481], [0.738, 3.011, 15.625], [-2.317, 2.763, 16.500], [2.755, 1.362, 11.019], [1.065, 2.666, 11.028], [-0.203, 5.683, 11.311], [-3.782, 3.878, 10.924], [1.921, 3.062, 14.906], [-1.306, 6.150, 12.237], [-5.760, 3.666, 9.892], [2.346, 2.179, 10.423], [0.035, 3.100, 10.391], [-4.796, 5.027, 15.109], [0.461, 5.377, 14.368], [-5.051, 4.418, 10.239], [-2.787, 1.473, 12.162], [-1.821, 1.029, 12.349], [-1.967, -0.036, 12.440], [-0.356, 4.514, 15.137], [-1.342, 1.557, 13.159]],
  "forces_ev_per_a": [[2.2, 3.1, 4.5], [-0.9, 1.4, 1.5], [0.1, -0.1, 0.1], [0.0, 0.2, -0.1], [0.7, 0.2, -1.6], [2.1, 1.4, -0.5], [1.1, 1.3, -0.1], [-4.7, -3.0, 0.9], [1.8, -0.8, -2.8], [0.9, -0.4, 4.8], [-0.4, -2.4, -2.9], [0.8, -0.3, -0.1], [-0.4, 0.2, -0.5], [0.5, 0.0, -0.5], [0.0, 0.5, -0.4], [0.2, -0.9, -2.8], [-0.2, -0.5, 0.4], [0.3, -1.3, 1.7], [2.5, 0.9, -3.7], [-0.8, -0.9, 0.2], [0.7, 1.4, -1.1], [0.1, 0.4, 0.2], [-1.7, 0.8, -1.4], [0.5, -0.2, -0.4], [-1.0, 0.5, 0.5], [-2.4, -0.6, 1.7], [-0.4, 0.1, 0.5], [0.2, -0.3, 0.6], [-0.7, -0.3, -0.4], [0.0, 0.4, -2.4], [0.0, 0.3, -0.9], [0.1, 0.4, -1.2], [0.5, 0.6, 0.2], [-3.7, 2.3, -0.6], [-0.3, -1.6, 0.2], [-0.2, -3.4, 0.6], [0.5, -0.7, 2.3], [1.8, 1.5, 3.5]],
  "mulliken_charge": [-0.3017, -0.4396, 0.3110, 0.3704, -0.2205, -0.2010, -0.6761, 1.1439, -0.5608, -0.6250, 0.5636, 0.3734, -0.1944, -0.2541, -0.3913, -0.5508, 0.3293, 0.6826, 0.1542, 0.7323, -0.6138, 0.3299, 1.1521, 0.2057, 1.1556, -0.1927, 0.2374, 0.3109, -1.3050, -0.6955, -0.2147, -0.6225, -1.3192, 0.0372, 0.6043, -0.0903, 0.9187, -0.1436]
}

# 2
{
  "formula": "C6H6",
  "method": "ωB97M-V/def2-TZVPD",
  "lumo_energy_ev": 1.0,
  "smiles": "C#CCC1=CC1",
  "e_tot_ha": -232.04694,
  "relative_energy_kcal_mol": 112.57,
  "orbital_gap_ev": 10.4,
  "elements": ["C", "C", "C", "C", "H", "H", "H", "H", "C", "H", "C", "H"],
  "coordinates": [[1.308, -1.271, -0.396], [-0.204, 1.723, 0.616], [0.271, -0.640, 0.034], [0.152, 2.867, 0.514], [-0.913, -0.018, 1.641], [2.395, -1.279, -0.432], [-0.613, -2.601, -0.391], [-1.535, 0.187, 0.014], [-0.084, -1.758, -0.852], [-0.516, -1.470, -1.822], [-0.645, 0.333, 0.638], [0.478, 3.879, 0.428]],
  "forces_ev_per_a": [[-0.3, 0.3, 0.1], [0.2, 0.6, 0.0], [0.0, -0.1, -0.1], [-0.1, -0.4, 0.1], [0.0, 0.2, 0.0], [-0.5, -0.3, -0.2], [0.5, -0.1, -0.2], [-0.2, 0.6, 0.3], [0.0, -0.3, -0.2], [0.4, -0.3, 0.1], [-0.2, 0.1, 0.1], [0.0, -0.1, 0.0]],
  "mulliken_charge": [-0.4967, -0.4149, 0.3197, 0.1870, 0.2614, 0.3554, 0.2030, 0.2747, -0.7209, 0.2325, -0.5965, 0.3953]
}

# 3
{
  "formula": "C23H16BrCl4F6O5SbTi",
  "method": "ωB97M-V/def2-TZVPD",
  "lumo_energy_ev": [1.8, -1.6],
  "total_charge": -1,
  "e_tot_ha": -7366.33039,
  "relative_energy_kcal_mol": 8.52,
  "orbital_gap_ev": [5.5, 4.9],
  "multiplicity": 4,
  "elements": ["O", "H", "H", "C", "C", "Cl", "H", "H", "C", "C", "C", "C", "H", "C", "Cl", "H", "H", "O", "C", "C", "H", "F", "C", "C", "Cl", "O", "H", "F", "F", "C", "F", "H", "H", "Br", "C", "C", "C", "Ti", "H", "C", "H", "C", "C", "C", "H", "C", "C", "F", "Sb", "O", "Cl", "H", "C", "C", "O", "F", "H"],
  "coordinates": [[-0.157, 0.772, 1.159], [-2.268, 0.994, 2.643], [-4.237, 2.222, 3.492], [-1.966, 1.987, -1.155], [-3.628, 5.290, -1.102], [5.204, -0.512, 0.333], [-1.307, 5.754, -2.062], [-1.141, 4.172, -2.830], [-2.430, 4.813, 2.332], [-5.191, 3.684, -0.291], [-1.318, 4.145, 1.869], [-1.351, 4.679, -1.885], [-4.364, 4.687, 3.251], [-2.314, 2.068, 2.559], [2.452, -5.042, -0.587], [-0.486, 4.671, 1.423], [-5.810, 1.246, 0.048], [-2.029, 0.749, -0.742], [-2.695, 4.301, -1.327], [-4.294, 2.643, -0.495], [-6.172, 3.443, 0.106], [-2.120, -1.990, -0.770], [-5.868, 6.114, -0.304], [-3.496, 4.140, 2.910], [2.675, 1.114, -0.519], [0.903, 2.733, 1.058], [-0.541, 4.416, -1.200], [-2.488, -6.060, 1.038], [-3.971, -3.766, 0.738], [-0.072, 2.046, 1.349], [-0.035, -1.853, 0.925], [-4.205, 0.803, 0.640], [-6.206, 6.577, -1.235], [-2.521, 6.705, 2.159], [2.662, -0.539, -0.605], [3.722, -2.690, -0.164], [-1.273, 2.755, 1.950], [-1.286, -0.635, 0.216], [-6.750, 5.740, 0.218], [-4.885, 5.009, -0.565], [-3.363, 6.318, -1.327], [3.789, -1.324, -0.172], [-3.000, 2.949, -0.996], [1.441, -1.165, -1.036], [-1.023, 2.266, -1.616], [-3.418, 2.764, 3.036], [-4.747, 1.242, -0.197], [-2.708, -4.905, -1.483], [-2.201, -4.298, 0.254], [0.421, -0.487, -1.238], [5.062, -3.618, 0.370], [-4.594, 0.574, -1.046], [1.406, -2.652, -1.155], [2.555, -3.357, -0.622], [0.460, -3.232, -1.661], [-2.464, -0.845, 1.562], [-5.420, 6.901, 0.306]],
  "forces_ev_per_a": [[-0.3, -0.1, 0.1], [0.0, 0.0, 0.0], [0.0, 0.0, 0.0], [0.2, 0.0, -0.2], [0.0, 0.0, 0.0], [0.0, 0.0, 0.0], [0.0, 0.0, 0.0], [0.0, 0.0, 0.0], [-0.1, 0.0, 0.0], [0.0, -0.1, 0.0], [0.0, 0.0, -0.1], [0.1, 0.0, 0.0], [0.0, 0.0, 0.0], [0.0, 0.0, 0.0], [0.0, 0.1, 0.0], [0.0, 0.0, 0.0], [0.0, 0.0, 0.0], [-0.2, -0.1, 0.2], [0.0, 0.0, 0.0], [0.0, 0.1, 0.0], [0.0, 0.0, 0.0], [0.1, 0.1, 0.0], [0.0, 0.0, 0.0], [0.0, 0.1, 0.0], [0.0, 0.1, 0.0], [0.1, -0.1, 0.1], [0.0, 0.0, 0.0], [0.0, 0.1, -0.1], [0.2, -0.1, -0.1], [-0.1, 0.3, -0.2], [-0.3, 0.2, 0.0], [0.0, 0.0, 0.0], [0.0, 0.0, 0.0], [0.0, 0.0, 0.0], [-0.1, -0.2, -0.1], [0.2, 0.1, 0.1], [0.1, -0.1, 0.1], [0.1, -0.1, 0.7], [0.0, 0.0, 0.0], [0.0, 0.0, 0.0], [0.0, 0.0, 0.0], [0.1, 0.0, 0.0], [0.1, -0.1, 0.0], [-0.4, 0.3, 0.0], [0.0, 0.0, 0.0], [0.0, -0.1, 0.0], [0.0, 0.0, 0.0], [0.0, 0.0, 0.1], [-0.1, 0.0, 0.1], [0.4, -0.2, -0.3], [0.0, 0.0, 0.0], [0.0, 0.0, 0.0], [-0.1, 0.0, 0.0], [-0.1, -0.2, -0.1], [0.1, 0.0, 0.0], [0.2, 0.1, -0.3], [0.0, 0.0, 0.0]],
  "mulliken_charge": [-0.2374, 0.6179, 0.3831, -1.1950, -0.6788, -0.1669, 0.3652, 0.3918, -0.1382, -0.9019, -0.4627, -2.0311, 0.4393, -0.2096, -0.1074, 0.5501, 0.4290, 0.0909, 1.2987, 0.7324, 0.2213, -0.6334, -1.6648, -0.2992, 0.0065, -0.7391, 0.3512, -0.5888, -0.5637, 0.3336, -0.5438, 0.1686, 0.3539, -0.2098, 0.1059, 0.0576, 0.3716, 0.9194, 0.3502, 0.7064, 0.2858, 0.3986, 1.3411, 0.4401, 0.3852, -0.7671, -1.5853, -0.5765, 1.7088, -0.6456, -0.1762, 0.3198, 0.3319, 0.5204, -0.5977, -0.5655, 0.3094]
}

# 4
{
  "formula": "C24H34BN6",
  "method": "ωB97M-V/def2-TZVPD",
  "lumo_energy_ev": 2.8,
  "total_charge": -1,
  "e_tot_ha": -1287.79730,
  "relative_energy_kcal_mol": 49.59,
  "orbital_gap_ev": 8.2,
  "elements": ["H", "N", "H", "H", "H", "H", "H", "H", "C", "H", "H", "H", "H", "C", "H", "H", "B", "C", "H", "H", "H", "N", "H", "C", "H", "H", "H", "H", "H", "C", "C", "C", "C", "C", "H", "C", "C", "H", "C", "H", "H", "C", "H", "C", "H", "H", "C", "N", "C", "H", "C", "C", "C", "C", "C", "C", "N", "H", "C", "N", "N", "H", "C", "H", "H"],
  "coordinates": [[-0.762, 3.788, 3.303], [-1.024, -2.893, -1.723], [3.194, -1.003, 1.706], [5.361, 2.360, 3.605], [2.930, 0.986, -4.425], [-2.511, -3.028, 4.314], [0.645, 1.857, -2.402], [-1.779, 3.893, -0.877], [2.543, 1.464, -0.981], [0.357, 4.084, -3.754], [-1.384, -5.112, -1.273], [-3.659, 2.776, -2.514], [-1.337, -0.750, 0.672], [-0.927, -1.963, -2.884], [-2.544, 4.532, -4.179], [-0.687, 2.659, 0.948], [-0.173, -1.001, 1.316], [-0.829, -2.902, -4.055], [1.568, -0.375, -0.650], [6.223, -0.408, 4.564], [-1.794, -3.244, 2.283], [2.120, 0.174, -1.336], [1.779, -1.036, -3.221], [-2.815, -3.857, 3.651], [0.328, -1.823, 0.666], [3.381, 1.813, 1.994], [-0.700, -2.441, -4.931], [-0.731, -1.003, -2.674], [3.252, 3.028, -2.341], [-2.608, 2.722, -2.660], [2.938, 2.094, -2.326], [-0.505, 3.514, -3.395], [-1.199, 3.471, 1.207], [2.700, 1.038, -3.400], [-1.046, -2.484, -0.745], [-1.965, 3.840, -3.561], [-2.142, 5.491, 0.551], [-4.127, -5.345, 5.004], [-1.868, 5.475, 1.991], [-2.008, 6.436, 2.580], [4.873, -2.139, 3.439], [-3.745, -5.125, 3.947], [-1.386, 1.300, -1.408], [-1.529, 1.960, -2.083], [-4.197, -6.894, 2.590], [-0.841, -5.161, -4.133], [5.573, -0.071, 3.915], [-0.285, 2.412, -2.643], [5.043, 1.311, 3.383], [2.532, 1.925, 0.081], [-2.902, -4.957, 1.641], [-3.702, -5.886, 2.623], [-1.077, -4.259, -2.002], [-0.905, -4.361, -3.601], [3.908, -0.647, 2.291], [2.196, -0.204, -2.654], [-2.478, -3.910, 2.330], [0.540, -0.030, 1.279], [-1.222, 4.236, 2.429], [4.807, -1.123, 3.188], [-1.703, 4.232, 0.123], [-2.628, 6.175, -0.119], [3.962, 0.997, 2.411], [-2.565, -5.064, 0.469], [-0.459, -1.523, 2.452]],
  "forces_ev_per_a": [[-0.4, 0.8, 0.2], [-0.3, 0.8, -0.7], [-2.7, -2.7, -2.1], [-0.1, -1.4, 0.1], [0.2, 0.5, -1.0], [-0.2, -0.7, -0.7], [-2.3, 2.2, -0.9], [0.1, 0.4, 1.8], [0.6, 0.8, -4.4], [-0.5, -0.4, -0.1], [0.9, 2.1, -1.4], [-0.5, -0.7, 0.5], [1.3, -0.1, 0.8], [-0.3, -10.4, -0.4], [0.8, -0.1, 0.4], [1.7, -3.6, -0.6], [-2.5, 0.1, 0.1], [-0.7, -1.6, 7.7], [0.6, 0.2, -0.3], [3.3, -1.2, 3.2], [2.5, 2.2, -2.5], [-0.9, -0.3, 1.3], [0.1, -0.2, 1.1], [-4.1, -4.6, 1.3], [0.9, -1.3, -0.9], [-0.1, -0.7, -0.3], [0.5, 0.9, -3.7], [0.4, 3.3, 0.3], [1.6, 4.1, -0.6], [4.4, 1.8, -1.2], [-3.0, -8.4, 2.0], [-2.5, 1.5, -1.4], [-1.9, 5.5, 0.5], [-0.8, -1.4, 6.3], [0.0, -0.6, -1.4], [2.7, -4.8, 3.3], [1.7, -3.0, 3.5], [0.5, 0.1, -2.1], [0.0, 1.6, -0.9], [0.1, -1.6, -0.6], [0.0, 1.7, -0.5], [3.7, 2.6, -3.1], [-0.1, -4.8, 4.6], [-0.8, 6.2, -6.8], [0.7, 1.4, -0.8], [0.2, -4.8, -3.2], [-6.8, 3.3, -6.7], [-1.4, -1.2, 1.7], [-0.9, -5.1, -0.6], [-0.2, -1.3, -2.3], [-1.4, -4.1, -0.8], [1.3, 4.0, 1.5], [0.2, 1.0, -4.9], [-0.9, 9.6, 7.7], [3.3, 8.7, 3.6], [1.6, 5.8, -2.0], [-1.7, -0.6, 3.7], [0.1, 0.4, 0.4], [-1.1, -0.3, -4.7], [0.7, 1.8, 0.9], [-0.1, 0.1, 0.6], [0.0, 0.2, 0.1], [3.3, -4.5, 2.5], [-1.2, 0.1, 3.5], [0.3, 0.6, -0.7]],
  "mulliken_charge": [0.3975, 0.1118, 0.5298, 0.3219, 0.4822, 0.3338, 0.4386, 0.4921, 0.0733, 0.3919, 0.2753, 0.3779, -0.2137, -0.6885, 0.3470, 0.7562, 0.4392, -0.6852, 0.1042, 0.5095, 0.2055, 0.1941, 0.4415, -0.2587, -0.2748, 0.3610, 0.5435, 0.8170, 0.5644, -0.7512, -0.8404, -0.2512, -0.6740, -0.5615, 0.2014, -0.5879, -0.4544, 0.2923, -0.6118, 0.2677, 0.2572, -0.5052, 1.3348, -1.5341, 0.2932, 0.5882, -0.6381, 0.1300, -0.5565, -0.0764, -0.0810, -0.4593, -0.2931, -0.8887, -0.6002, -0.3997, 0.1213, -0.4433, -0.5562, -0.1036, -0.0014, 0.3820, -0.0682, -0.0311, -0.2874]
}